This record from OMol25 describes a structure of composition C29H36IrN5O3SSe2Te2. The level of theory is ωB97M-V with the def2-TZVPD basis set.

XYZ file:
```
79
Properties=species:S:1:pos:R:3
C 2.2083 -2.7249 -2.6351
H 0.8222 4.8833 1.6135
C 1.0048 -1.0851 -3.9922
H 0.9733 2.4369 -4.2861
N -2.5179 -0.1381 -1.4043
O 1.3049 -1.4392 -0.3363
C -1.2779 -0.5002 -5.9259
H 1.1823 -1.4064 -6.1091
Te 2.6411 -1.7880 2.8892
C 0.0039 2.8281 -4.5951
C -0.6050 2.8894 0.5789
H -5.2254 -2.8258 0.2836
C -1.8250 1.7064 2.1316
C 1.4461 -1.7805 -5.1303
N -0.8639 1.7312 1.1992
H -1.1512 -1.5544 -5.7174
H 2.4856 -3.0743 -1.6498
S -1.6036 -1.3667 0.8422
C -4.7834 -0.6971 -1.4222
H 2.2738 4.4408 -0.4257
N 0.2462 0.0514 -4.1046
H -0.3198 6.1165 -2.7294
H -3.5775 -0.3026 -3.2169
H -3.0273 1.5940 -7.9180
H -2.6766 -0.8161 -7.5108
H -2.9061 4.9042 1.9798
C 0.9865 -0.9630 -1.4777
C 2.4155 5.3047 0.2264
C -0.5815 0.4448 -5.1760
H -0.7998 7.6524 -0.8470
C -3.7160 0.0863 -2.2083
C -1.3133 4.0459 0.8270
Ir 0.2703 0.0661 0.6956
H 2.7896 6.1297 -0.3797
C 2.6211 -3.3930 -3.7607
C -2.1418 -0.0828 -6.9215
H -5.1942 -1.5337 -1.9899
C 0.1451 7.1105 -0.8760
H 0.1562 2.8644 -0.1936
H 0.5713 7.6279 -2.9215
H -1.5753 0.1111 -1.6672
C -4.7014 -1.9933 0.7546
C -2.5668 2.8288 2.4509
C -1.9058 3.6865 -6.6581
H -3.9610 -2.3881 1.4445
H 1.2751 6.5703 1.5450
Te 4.1145 -0.1789 1.3282
H -5.6101 -0.0638 -1.0982
O -2.0706 5.5691 -0.7706
H 3.2369 -4.2774 -3.6832
H 3.1803 5.0555 0.9618
H 1.4160 6.1786 -2.3708
C -0.7610 1.8152 -5.4060
N 0.0227 5.9483 0.0093
C 0.4774 6.7299 -2.3107
H -2.7517 3.8208 -7.3296
C -2.3384 1.2702 -7.1481
H -2.1126 4.2370 -5.7392
H 0.1837 3.7355 -5.1682
C 2.2325 -2.9033 -5.0103
H 2.5636 -3.4066 -5.9097
O 0.2586 0.1068 -1.4323
H 0.9160 7.7540 -0.4505
C -1.1376 5.2658 -0.0426
H 0.1896 0.6128 -3.2740
H -1.9952 0.7540 2.6149
H -1.0348 4.1520 -7.1254
Se 2.4068 1.4235 0.6470
C -1.6661 2.2244 -6.3929
C -2.3218 4.0153 1.7829
C 1.1207 5.6772 0.9327
C 1.4043 -1.5780 -2.7248
H -3.3328 2.7565 3.2095
H -3.9459 1.1492 -2.2746
H -0.5414 3.1273 -3.6925
N -4.0477 -1.1966 -0.2592
H -5.4225 -1.3893 1.3075
C -2.7590 -0.8666 -0.3172
Se 0.6863 -0.2897 3.0841
```

Total charge: +1
HOMO (spin up / spin down): -9.9 / -9.9 eV
Maximum force: 0.47 eV Å⁻¹
Multiplicity: 2
<S²>: 0.758
Energy above the lowest of the compared OMol25 structures with the same formula, charge and spin: 0.1 kcal per mole

Löwdin population analysis, charges in e, atoms 1 to 4: -0.011, 0.111, -0.164, 0.082



This record from OMol25 describes a cluster of 2 separate species, C5H15N3 in total. The level of theory is ωB97M-V with the def2-TZVPD basis set.

XYZ file:
```
23
Properties=species:S:1:pos:R:3
C -1.0360 -1.0870 -0.0063
H 1.8943 -0.0933 -1.5018
H 1.0609 2.8928 -0.4521
N -1.2543 -0.9787 -1.2700
H 1.0205 -0.5827 -0.0460
H 0.2879 1.5242 0.3953
N -0.4799 1.9508 -1.4545
H 2.6852 0.9947 -0.2495
H -0.9782 1.0535 -1.5322
H 0.3195 -2.2674 2.2493
C 0.4629 -1.2187 1.9627
H -0.2343 2.3061 -2.3712
C 0.6033 1.9109 -0.5711
H -0.3906 -0.9880 -1.8123
H -2.2989 -0.4472 1.6136
H -2.1353 -2.2038 1.4547
H 2.3608 1.4476 -1.8856
H 1.5022 -0.9584 2.1619
H -3.1235 -1.2941 0.2889
C 1.9457 0.8946 -1.0417
H -0.1742 -0.6029 2.6043
N 0.1856 -0.9843 0.5670
C -2.2237 -1.2688 0.8965
```

HOMO: -8.5 eV
Maximum force: 3.65 eV Å⁻¹
Energy above the lowest of the compared OMol25 structures with the same formula, charge and spin: 41.4 kcal per mole

natural (NBO) population analysis, charges in e, atoms 1 to 4: 0.471, 0.208, 0.188, -0.777



This record from OMol25 describes a structure of composition C53H51Cl4CoIN4SbSi3. The level of theory is ωB97M-V with the def2-TZVPD basis set.

XYZ file:
```
118
Properties=species:S:1:pos:R:3
H 2.3518 -4.7665 -0.1827
H -2.6488 3.9908 3.8995
C -1.0969 1.6307 2.8486
H 2.1644 -4.5086 -1.9228
C -2.8258 0.8808 -0.9322
C -4.4037 1.1077 3.8962
H -5.0684 1.5362 1.3897
C -5.1970 -0.5715 -5.2456
H -1.2476 1.7376 5.0936
C -2.8653 -3.0576 -1.5545
H 0.1966 -5.4710 -0.9536
H -3.2780 -3.3945 -0.5997
C -1.1089 -4.6065 2.0065
Cl -6.3622 2.9710 6.8357
C -0.7963 1.2375 -4.0571
H -0.8824 -5.7336 -2.3268
C -2.4862 -1.8731 2.0652
Si -0.8464 -2.7615 2.0975
H 2.7695 -0.3010 -2.0182
C 3.5257 -0.4401 3.8502
C 2.3569 1.1660 2.3591
C -5.4112 0.6243 -4.5818
H -1.5371 -5.6474 -0.6888
H -4.6575 1.9906 -3.1245
H -0.5178 -3.0320 4.4686
C -4.2050 0.9053 -0.5091
H -2.3144 -1.5172 -3.7775
H -3.0221 -2.0303 1.1262
C 0.4166 1.8130 -4.0762
C 2.7095 1.5313 1.0683
H -3.0972 -1.9956 -1.6685
C 5.3650 0.1964 5.2352
C -3.4324 2.0334 3.5242
C 1.0401 1.1979 2.7846
H 0.9646 2.1685 -4.9333
C -3.3945 0.2631 -3.2906
C -4.2112 1.3352 0.7675
H 4.1447 -0.7960 0.2918
N -0.0585 1.3830 1.9967
C 2.5618 2.1899 -1.0044
C -0.7844 -5.2296 -1.3581
H -3.1256 -2.1999 2.8950
C 4.4956 -0.7809 4.7810
H 1.0374 -2.5987 3.7552
H 4.8675 2.0866 -6.0661
C -0.6360 1.5854 4.2187
H -1.3247 -4.9859 3.0117
H 1.8469 -1.4813 -2.9492
H -1.9621 -4.8464 1.3682
C 3.0402 2.9095 -3.3186
C -2.4241 1.7351 2.4664
H 4.2083 2.8493 3.5039
C -2.8348 1.4796 1.1665
C 3.9368 2.3548 -0.6129
H -1.1284 -3.6126 -4.0696
C 4.4543 2.6874 -5.2671
C 5.2742 1.4998 4.7783
H 4.5994 5.8440 -4.0460
C 0.8678 1.8773 -2.7056
C 4.3090 4.8046 -4.1228
C -5.3080 1.3899 4.9103
H 4.7228 2.7361 -1.2454
H -1.4465 1.0404 -4.8944
C 3.4240 4.2437 -3.2137
H 2.8474 -1.1944 3.4758
H 3.0117 4.8509 -2.4153
H 4.9212 1.8539 1.2703
H 3.6467 -1.9887 1.4953
H -5.0572 0.6459 -1.1138
H 4.5812 -1.7949 5.1489
H 0.5566 -3.4948 -3.5437
N 1.8329 1.6878 0.0336
C 4.0367 1.9098 0.6560
H -3.9162 -2.2684 -5.5098
C -4.0823 -1.3449 -4.9714
C -3.3885 3.2544 4.1922
N -2.0117 1.1996 0.1124
C 2.7128 -4.1853 -1.0357
Sb 0.1255 -1.7687 -0.0324
Cl 6.5853 -0.2177 6.4014
H -4.4415 0.1420 3.4045
C -1.1320 1.0134 -2.6654
N -0.0925 1.3871 -1.8671
Cl 5.9328 4.7089 -6.2824
I -0.4167 4.0162 0.0750
H 3.7713 -4.4288 -1.1868
C -5.2391 2.6120 5.5586
H 5.9555 2.2520 5.1537
H 3.6082 -1.6503 -2.8161
C 3.8848 -1.8467 0.4391
C 3.4167 0.8608 3.3678
Si -1.0344 -3.3946 -1.6429
H -0.4199 -2.0325 -3.6843
C 3.5660 2.1401 -4.3523
H -2.3107 -0.7944 2.1667
H -6.2699 1.2338 -4.8310
C -4.2861 3.5519 5.2056
H -0.2359 -5.1378 1.6221
H -0.1827 -1.3458 4.0139
H 4.7620 -2.4584 0.2044
C -0.0325 -2.3913 3.7261
C -2.4087 0.6828 -2.2454
H 1.3534 1.1556 5.0073
C 4.8178 4.0174 -5.1424
Si 2.5202 -2.3542 -0.7147
C 4.2983 1.8251 3.8464
Cl -6.3361 -1.1011 -6.4450
C 2.1084 2.3265 -2.3105
H -6.0569 0.6651 5.2006
C -0.4453 -3.0860 -3.3924
C -4.5086 1.0347 -3.6121
H -3.3758 -3.6094 -2.3528
H -4.2514 4.5064 5.7137
H 3.2890 1.0951 -4.4351
C 2.6962 -1.3626 -2.2789
Co -0.0945 1.4874 0.0669
C -3.1890 -0.9184 -4.0001
C 0.6729 1.2789 4.1789
```

HOMO (spin up / spin down): -7.1 / -7.1 eV
Maximum force: 0.52 eV Å⁻¹

Löwdin population analysis, charges in e, atoms 1 to 4: 0.025, 0.130, -0.246, 0.015



This record from OMol25 describes a structure of composition C37H20F5N2O6OsS3. The level of theory is ωB97M-V with the def2-TZVPD basis set.

XYZ file:
```
74
Properties=species:S:1:pos:R:3
C 3.8404 -1.3561 -0.4179
N -0.4881 -1.8286 -2.4227
C -1.8855 2.9945 -0.4320
C -2.0596 0.9672 -1.8393
C 2.2878 2.2073 3.0234
O -0.9955 0.3458 0.6965
C 1.1104 -5.4726 -4.1754
C 1.4631 2.7344 3.9670
C -4.2370 0.3606 3.5160
C 5.5385 0.3424 -0.4518
H -1.4397 -1.0815 4.6230
C -3.7593 2.6908 -2.0404
H -5.2736 0.6556 3.5607
O 0.5477 0.5775 -2.9749
C 5.1673 -0.9874 -0.3350
C -2.1764 -0.5485 4.0381
F 2.2859 1.8553 -0.9300
C 1.6474 1.2008 2.2543
N -0.5522 2.8879 -0.4482
H 0.2136 5.0172 2.0238
C 3.2408 0.9133 -0.7713
H 1.7092 -1.1997 3.3997
C -2.5407 3.7821 0.5085
F 3.5216 -2.6421 -0.2918
C 0.4453 -1.7702 -3.3737
H 2.1392 0.6407 1.4746
C -0.4068 4.4445 1.3501
C 0.5407 -4.1443 -3.5501
F 6.8229 0.7048 -0.3431
F 4.9054 2.5836 -0.7738
C 1.2465 -3.2597 2.7409
H -0.8190 -5.1529 -2.2142
Os -0.2117 0.3855 -1.1243
C -2.7546 0.2268 -2.7938
H 1.2404 3.5195 0.3197
C 0.1654 3.6092 0.4056
C -0.0153 -1.4137 2.1265
S -3.2941 0.7372 2.1291
C 0.9793 -2.8967 -3.9770
S -0.0922 2.0094 3.9301
O 0.5359 -5.7866 -5.2281
H 1.7186 -2.7664 -4.7540
H -2.3857 -0.7430 -3.0979
O 2.0302 -5.9640 -3.5066
H 0.2194 -4.8948 1.6858
C -0.4407 -4.2028 -2.5684
C 0.3545 0.9840 2.6176
H 3.3172 2.5063 2.8805
C -1.7899 4.5077 1.4166
H 1.6757 3.5076 4.6888
C -3.9165 0.7097 -3.3767
C -0.6150 -0.0246 2.0133
H -2.2775 5.1134 2.1696
H -3.9184 -0.6668 5.3899
H 2.0594 -3.7890 3.2163
H -5.2944 2.3506 -3.4989
S -0.8268 -2.7230 1.3625
C 0.8932 -0.3809 -3.7938
H -1.7331 -3.0338 -1.3102
F 6.1063 -1.9111 -0.1319
C -0.9367 -3.0226 -2.0433
C -1.9094 -0.0188 2.8145
C -3.5194 -0.3229 4.4461
C -2.5993 2.2038 -1.4481
C 4.5611 1.2942 -0.6743
C 0.3077 -3.8574 1.9663
C 1.0592 -1.8536 2.8366
C 2.8058 -0.4213 -0.6292
H -4.4237 0.1180 -4.1277
O 1.4941 -0.2170 -4.8295
C -4.4121 1.9531 -3.0135
H -3.6214 3.8035 0.5349
H -4.1307 3.6712 -1.7664
O 1.5549 -0.7625 -0.6475
```

Total charge: -1
HOMO (spin up / spin down): -5.2 / -5.2 eV
Maximum force: 1.56 eV Å⁻¹
Multiplicity: 5
<S²>: 6.022
Energy above the lowest of the compared OMol25 structures with the same formula, charge and spin: 0.0 kcal per mole

Löwdin population analysis, charges in e, atoms 1 to 4: -0.133, 0.012, -0.263, -0.234



This record from OMol25 describes a structure of composition C39H43ClFeP2Si2. The level of theory is ωB97M-V with the def2-TZVPD basis set.

XYZ file:
```
88
Properties=species:S:1:pos:R:3
H 5.5946 5.4792 -2.5282
C 2.7872 -0.6034 0.1467
C -2.3457 -2.3899 -2.3636
H 2.1664 4.0175 -0.3714
H -3.4699 -8.4240 -0.5687
C -0.4657 0.5256 1.7765
H -3.0161 1.4287 3.8568
C -1.7716 0.6355 2.2825
C 4.1137 0.7195 -1.3976
H -2.1368 -1.3173 -2.4532
H 0.7828 1.3578 -1.7747
C -1.9792 5.9595 1.8493
H 5.0820 1.0332 -1.7852
C 4.0331 -0.2184 -0.3609
C 3.6821 6.2317 -3.1887
H -5.3340 -6.7811 -0.4839
C -0.9644 -4.1599 1.9939
C -1.6521 -5.5739 -0.7006
H 2.7395 -1.3201 0.9697
H -2.4218 4.9338 0.0039
C -0.9441 2.0077 4.0981
H -3.3103 -1.0685 0.3692
C 3.9648 4.6726 -1.3664
C 0.3521 1.9275 3.5792
P 0.0856 -4.9294 -0.6332
C -1.7031 5.5548 0.5424
C -0.7328 -2.8482 2.4825
C -2.0066 1.3685 3.4484
C 1.3030 -3.6626 1.7046
H -4.4849 -2.1850 -0.4865
C -3.2435 -7.3627 -0.5943
C 1.7427 5.3956 -1.9999
C 4.5169 5.4621 -2.3761
H -1.8921 -4.7223 2.0611
H 1.0608 -7.0744 -1.1911
C 0.8284 -3.3866 -1.2152
H 1.9086 -3.6081 -1.2102
H -0.7973 6.1821 -2.7998
H -3.3958 -2.5887 -2.6525
H 0.2903 -6.2455 -2.5804
C -4.2961 -6.4420 -0.5598
C 2.2963 6.1994 -3.0091
H -1.0940 -7.6829 -0.6321
H 1.5955 1.1484 1.9817
H 0.7959 7.8410 2.4459
C 1.6961 0.8925 -1.4078
H 1.1854 2.4297 4.0752
C -2.7091 -4.6401 -0.6220
H 0.4815 -3.1866 -2.2326
C 0.5899 1.1978 2.4096
H 2.3702 -3.8268 1.5723
Si -0.1079 5.3553 -1.7916
H 1.2883 7.1578 0.1183
C 2.5833 4.6385 -1.1695
C -4.0353 -5.0628 -0.5816
H -1.1246 2.5680 5.0121
C -0.5025 5.9409 -0.0715
Fe -0.2628 -2.9003 0.4320
C 0.3763 6.8029 0.6052
H 1.1855 -1.6782 2.7046
C 0.9319 -6.1166 -1.6979
H 4.9391 -0.6522 0.0726
H -3.7908 -2.6339 1.1177
H 4.6133 4.0772 -0.7260
C 0.6724 -2.5463 2.3046
H 1.8882 -5.7237 -2.0597
H 1.6402 6.7968 -3.6499
C 1.6066 -0.0525 -0.3814
H 0.8322 -2.3982 -0.6159
H -4.8768 -4.3534 -0.5441
C 2.9362 1.2737 -1.9178
H -2.5949 0.1500 1.7569
Cl -0.8356 3.4390 -2.0296
H -1.6659 -2.9639 -3.0123
C 0.0934 7.2011 1.9145
Si -0.1201 -0.4859 0.2410
H -2.8996 5.6343 2.3301
P -2.1917 -2.8533 -0.6320
H -1.2916 7.0757 3.5689
C -1.0792 6.7740 2.5430
C 0.3091 -4.7168 1.5107
H -1.4642 -2.2014 2.9674
H -1.0812 0.0440 -0.7395
H 2.9877 2.0320 -2.6972
C -1.9081 -6.9487 -0.6479
C -3.6010 -2.1097 0.1739
H 0.5580 -5.7728 1.4566
H 4.1134 6.8564 -3.9685
```

HOMO (spin up / spin down): -4.3 / -6.9 eV
Maximum force: 3.03 eV Å⁻¹
Multiplicity: 5
<S²>: 6.088
Energy above the lowest of the compared OMol25 structures with the same formula, charge and spin: 0.0 kcal per mole

Löwdin population analysis, charges in e, atoms 1 to 4: 0.102, -0.112, -0.227, 0.114



This record from OMol25 describes a cluster of 2 separate species, C3H11NOS2 in total. The level of theory is ωB97M-V with the def2-TZVPD basis set.

XYZ file:
```
18
Properties=species:S:1:pos:R:3
H 0.4702 -1.7227 -3.9930
C -1.0859 1.4307 0.2636
O 0.3526 -0.7974 -3.7239
H -0.9605 -0.6563 0.5865
H -1.3704 1.2064 2.6911
C 0.9640 0.1444 1.0000
H 0.8928 -0.3047 -4.3525
S 2.3058 -2.1545 -0.5398
C -0.5694 0.2440 1.0702
S 1.5681 -0.2318 -0.6586
H 1.2822 -0.5942 1.7246
H -0.8358 1.3538 -0.7879
H -1.7151 -0.3739 2.6878
H -0.7026 2.3670 0.6865
H 1.1516 -2.8121 -0.7232
H 1.4196 1.1061 1.2764
H -2.1785 1.5010 0.3185
N -0.9887 0.2942 2.4735
```

HOMO: -8.7 eV
Maximum force: 0.65 eV Å⁻¹
Energy above the lowest of the compared OMol25 structures with the same formula, charge and spin: 2.4 kcal per mole

natural (NBO) population analysis, charges in e, atoms 1 to 4: 0.468, -0.629, -0.935, 0.184



- maximum force of number 1 (C29H36IrN5O3SSe2Te2)?
  0.47 eV Å⁻¹



Copy entry 2 word for word.
This record from OMol25 describes a cluster of 2 separate species, C5H15N3 in total. The level of theory is ωB97M-V with the def2-TZVPD basis set.

XYZ file:
```
23
Properties=species:S:1:pos:R:3
C -1.0360 -1.0870 -0.0063
H 1.8943 -0.0933 -1.5018
H 1.0609 2.8928 -0.4521
N -1.2543 -0.9787 -1.2700
H 1.0205 -0.5827 -0.0460
H 0.2879 1.5242 0.3953
N -0.4799 1.9508 -1.4545
H 2.6852 0.9947 -0.2495
H -0.9782 1.0535 -1.5322
H 0.3195 -2.2674 2.2493
C 0.4629 -1.2187 1.9627
H -0.2343 2.3061 -2.3712
C 0.6033 1.9109 -0.5711
H -0.3906 -0.9880 -1.8123
H -2.2989 -0.4472 1.6136
H -2.1353 -2.2038 1.4547
H 2.3608 1.4476 -1.8856
H 1.5022 -0.9584 2.1619
H -3.1235 -1.2941 0.2889
C 1.9457 0.8946 -1.0417
H -0.1742 -0.6029 2.6043
N 0.1856 -0.9843 0.5670
C -2.2237 -1.2688 0.8965
```

HOMO: -8.5 eV
Maximum force: 3.65 eV Å⁻¹
Energy above the lowest of the compared OMol25 structures with the same formula, charge and spin: 41.4 kcal per mole

natural (NBO) population analysis, charges in e, atoms 1 to 4: 0.471, 0.208, 0.188, -0.777



- Among the records above, which one has the highest maximum force?
  C5H15N3